Below is a structure of composition C13H19CsN4O5 at a distorted geometry, with properties calculated with the ωB97M-V functional and the def2-TZVPD basis.

The geometry in XYZ format:
```
42
Properties=species:S:1:pos:R:3:forces:R:3
Cs 1.947 1.120 -0.924 -3.03 1.12 0.33
O 5.474 -1.260 -0.973 -0.11 0.12 -0.11
C 4.549 -0.514 -1.341 0.16 -0.33 -0.06
O 3.349 -0.849 -1.625 1.05 -1.12 -0.36
C 4.770 1.016 -1.446 0.67 0.09 -0.03
O 5.182 1.496 -2.522 -0.03 -0.05 0.09
O 4.379 1.668 -0.426 1.26 0.16 0.05
N -2.462 4.403 -0.180 -0.05 -0.08 -0.07
C -1.625 3.206 -0.135 -0.01 0.06 0.14
N -2.166 2.096 0.341 0.41 0.02 -0.13
O -0.462 3.370 -0.559 -0.19 -0.20 0.03
H -3.001 4.502 0.668 -0.08 -0.02 0.07
H -1.853 5.201 -0.287 0.08 0.03 -0.01
H -3.141 2.256 0.568 -0.13 0.09 0.00
H -1.205 0.683 1.508 0.01 -0.12 0.46
C -0.136 -0.767 -6.981 -0.02 0.02 0.16
N -0.535 -0.612 -5.596 0.04 -0.03 -0.25
C -1.796 -0.793 -5.073 -0.03 -0.03 0.02
C -1.685 -0.529 -3.738 0.05 0.10 0.00
N -0.391 -0.187 -3.435 -0.06 -0.02 0.13
C 0.266 -0.247 -4.561 0.12 -0.03 0.06
H -0.978 -1.150 -7.552 -0.05 -0.03 -0.01
H 0.691 -1.471 -7.068 0.03 -0.04 0.03
H 0.172 0.184 -7.412 0.00 0.07 0.00
H -2.629 -1.087 -5.693 0.04 0.02 0.03
H -2.451 -0.546 -2.975 0.10 0.01 -0.10
H 1.326 -0.058 -4.680 -0.11 -0.02 0.02
C -1.640 -2.140 5.021 0.04 0.05 -0.02
C -0.409 -1.304 4.632 -0.13 0.03 0.00
C -0.079 -0.329 5.771 -0.03 0.03 -0.01
C 0.785 -2.231 4.387 0.03 -0.03 -0.05
C -0.713 -0.539 3.407 0.03 0.03 -0.11
C -0.947 0.089 2.405 -0.08 0.10 -0.24
H -1.450 -2.701 5.943 0.01 0.04 -0.06
H -1.886 -2.843 4.224 0.00 0.00 0.02
H -2.502 -1.489 5.175 0.00 -0.03 0.02
H 0.123 -0.880 6.697 0.00 0.01 -0.04
H -0.915 0.352 5.942 0.04 -0.02 0.01
H 0.798 0.269 5.519 -0.02 -0.02 0.01
H 1.014 -2.800 5.294 -0.01 0.02 -0.02
H 1.666 -1.655 4.101 -0.01 -0.02 0.00
H 0.567 -2.931 3.579 0.02 0.02 0.02
```
Positions in Å, forces in eV/Å.

- net charge = -2
- ΔE to the lowest compared entry with this formula, charge and spin (kJ/mol) = 123.4
- F_max (eV Å⁻¹) = 3.25
- HOMO energy (eV) = -1.0
- orbital gap (eV) = 5.0

Results of the Löwdin charge analysis, in e, for atoms 1 through 8: number 1, Cs, carries 1.295; number 2, O, carries -0.058; number 3, C, carries -0.719; number 4, O, carries -0.386; number 5, C, carries -0.801; number 6, O, carries -0.067; number 7, O, carries -0.353; number 8, N, carries 0.040